(1)
{"formula": "C48H143B2NO17", "method": "ωB97M-V with the def2-TZVPD basis set", "max_force_ha_per_bohr": 0.08007, "e_above_lowest_kcal_mol": 0.0, "gap_ev": 9.6, "symbols": ["O", "H", "H", "H", "N", "H", "H", "H", "H", "B", "H", "H", "H", "H", "B", "H", "H", "H", "H", "C", "C", "C", "O", "H", "H", "H", "H", "H", "H", "H", "H", "C", "C", "C", "O", "H", "H", "H", "H", "H", "H", "H", "H", "C", "C", "C", "O", "H", "H", "H", "H", "H", "H", "H", "H", "C", "C", "C", "O", "H", "H", "H", "H", "H", "H", "H", "H", "C", "C", "C", "O", "H", "H", "H", "H", "H", "H", "H", "H", "C", "C", "C", "O", "H", "H", "H", "H", "H", "H", "H", "H", "C", "C", "C", "O", "H", "H", "H", "H", "H", "H", "H", "H", "C", "C", "C", "O", "H", "H", "H", "H", "H", "H", "H", "H", "C", "C", "C", "O", "H", "H", "H", "H", "H", "H", "H", "H", "C", "C", "C", "O", "H", "H", "H", "H", "H", "H", "H", "H", "C", "C", "C", "O", "H", "H", "H", "H", "H", "H", "H", "H", "C", "C", "C", "O", "H", "H", "H", "H", "H", "H", "H", "H", "C", "C", "C", "O", "H", "H", "H", "H", "H", "H", "H", "H", "C", "C", "C", "O", "H", "H", "H", "H", "H", "H", "H", "H", "C", "C", "C", "O", "H", "H", "H", "H", "H", "H", "H", "H", "C", "C", "C", "O", "H", "H", "H", "H", "H", "H", "H", "H"], "positions_angstrom": [[1.01803, 0.15858, -0.47996], [0.95765, 0.85291, -1.14015], [0.92753, 0.49814, 0.41340], [0.35941, -0.51250, -0.67355], [-1.80858, -1.57902, 1.98164], [-1.28924, -0.98057, 2.60793], [-2.73970, -1.20054, 1.88233], [-1.89379, -2.51526, 2.35086], [-1.39324, -1.63911, 1.06296], [-0.98647, -1.62991, -0.67983], [-1.44445, -0.69179, -0.40702], [-0.52447, -1.54404, -1.65112], [-0.25132, -1.92338, 0.05343], [-1.78445, -2.35617, -0.68431], [0.42841, 0.96609, 2.04655], [0.08487, 1.58272, 1.23046], [0.10607, -0.05527, 1.91549], [1.50302, 1.05863, 2.01713], [0.03975, 1.37505, 2.96630], [-2.24396, -5.19444, -3.01054], [-1.34511, -5.31523, -1.81930], [-0.66686, -6.67139, -1.56350], [-0.38268, -4.29808, -1.87966], [-1.65441, -5.39725, -3.90462], [-2.63387, -4.17763, -3.05697], [-3.03314, -5.94603, -3.03079], [-2.03130, -5.15745, -0.98721], [-1.35811, -7.46283, -1.85316], [-0.39997, -6.92116, -0.53662], [0.23269, -6.86738, -2.14702], [-0.79420, -3.47295, -1.61243], [-4.52907, 4.05701, 0.06139], [-3.74356, 2.92709, -0.68850], [-2.41012, 2.65035, -0.02858], [-4.45472, 1.71094, -0.71658], [-3.94231, 4.97512, 0.09126], [-4.55587, 3.78920, 1.11763], [-5.52250, 4.24444, -0.34613], [-3.52063, 3.25017, -1.70537], [-1.88423, 3.58985, 0.14141], [-1.82184, 1.98873, -0.66441], [-2.54641, 2.06887, 0.88322], [-3.95160, 1.13263, -1.29454], [0.38189, 4.16842, -2.90483], [1.55452, 3.46266, -2.21771], [1.72408, 3.71859, -0.66857], [1.24416, 2.10315, -2.42167], [0.53810, 5.24691, -2.88070], [-0.56371, 3.95722, -2.40551], [0.29788, 3.88416, -3.95376], [2.50067, 3.65162, -2.72485], [2.56409, 3.15899, -0.25708], [0.76989, 3.52013, -0.18049], [1.97980, 4.75156, -0.43261], [1.21539, 1.86403, -3.35097], [3.12608, -5.00463, -2.20683], [3.10331, -3.54615, -1.74048], [4.30864, -2.76440, -2.26777], [1.96600, -2.99081, -2.34251], [2.95363, -5.08168, -3.28034], [2.40646, -5.59374, -1.63832], [4.07982, -5.51015, -2.05550], [3.03614, -3.41987, -0.65990], [4.24278, -2.67584, -3.35217], [5.22201, -3.24787, -1.92120], [4.40247, -1.77290, -1.82480], [1.17405, -3.50960, -2.18351], [5.03470, 0.93403, -1.92465], [5.31811, 2.41814, -1.64195], [5.48629, 2.79577, -0.17032], [6.52302, 2.67343, -2.27861], [5.02260, 0.59086, -2.95915], [4.06673, 0.72075, -1.47118], [5.80644, 0.27366, -1.52914], [4.55987, 3.06249, -2.08689], [4.63461, 2.48941, 0.43703], [5.72913, 3.85259, -0.05962], [6.39102, 2.39236, 0.28446], [7.19341, 2.10963, -1.88577], [-1.10114, -6.13287, 2.84380], [-0.69788, -4.80876, 3.39019], [0.30448, -4.04363, 2.53778], [-1.84800, -3.98476, 3.27659], [-1.31229, -6.11507, 1.77460], [-1.99933, -6.45352, 3.37156], [-0.34003, -6.86828, 3.10455], [-0.21001, -4.90373, 4.36029], [1.26202, -4.56019, 2.47157], [0.39920, -3.03803, 2.94753], [-0.03418, -4.07159, 1.50210], [-2.52610, -4.37611, 3.83214], [-0.28827, -2.55563, -5.00232], [0.46226, -3.86005, -5.18271], [0.12141, -4.61288, -6.44764], [1.82587, -3.53813, -5.13478], [0.05631, -2.00751, -4.12544], [-1.36408, -2.70032, -4.90322], [-0.21714, -1.95207, -5.90717], [0.38407, -4.60806, -4.39374], [0.89328, -5.32808, -6.73188], [-0.06247, -3.90971, -7.25994], [-0.78767, -5.16678, -6.21339], [1.94792, -3.34412, -4.20255], [-0.00223, 0.30162, 6.27569], [-0.46979, -0.75665, 5.26075], [-1.40032, -1.83217, 5.88514], [-1.28470, -0.02455, 4.33404], [0.81634, 0.87826, 5.84497], [0.40269, -0.21444, 7.14622], [-0.77063, 0.99084, 6.62588], [0.42494, -1.15275, 4.78047], [-0.84193, -2.54831, 6.48801], [-1.92866, -2.33827, 5.07716], [-2.17518, -1.36345, 6.49177], [-0.69495, 0.60665, 3.91524], [1.34425, 6.71002, 2.29214], [-0.03597, 6.95377, 1.66184], [-0.02127, 8.21674, 0.76850], [-0.35163, 5.82250, 0.87936], [2.14046, 6.93689, 1.58314], [1.49116, 5.67562, 2.60286], [1.42591, 7.24304, 3.23941], [-0.83596, 7.06575, 2.39365], [0.48245, 9.02746, 1.29492], [-0.99163, 8.62746, 0.48958], [0.56386, 7.97907, -0.11989], [-0.45677, 5.05351, 1.44433], [-4.81441, -1.25410, 3.50840], [-5.18744, -0.19504, 2.40073], [-5.00702, 1.24763, 2.86110], [-4.21179, -0.30840, 1.38948], [-5.63260, -1.17017, 4.22368], [-3.86348, -0.94620, 3.94316], [-4.61555, -2.21965, 3.04334], [-6.20089, -0.31870, 2.01898], [-5.66461, 1.41559, 3.71401], [-5.34099, 1.89129, 2.04729], [-3.98709, 1.42679, 3.20133], [-4.28851, 0.43854, 0.79133], [4.14901, 2.00389, -5.32217], [2.82909, 1.25099, -5.62259], [2.70815, 0.03595, -4.69483], [1.70060, 2.08239, -5.37562], [5.07823, 1.43527, -5.35856], [4.16782, 2.47077, -4.33740], [4.11827, 2.78296, -6.08389], [2.85583, 0.88462, -6.64883], [2.72451, 0.42310, -3.67604], [3.57395, -0.61545, -4.81386], [1.88189, -0.65315, -4.86960], [1.47891, 2.59300, -6.15775], [-3.80725, -0.35673, -4.42242], [-2.61647, 0.13385, -3.70696], [-2.32975, 1.55383, -4.10154], [-2.93280, 0.14641, -2.34003], [-3.84239, 0.03739, -5.43806], [-4.76763, 0.02730, -4.07846], [-3.97922, -1.43305, -4.41481], [-1.70913, -0.41678, -3.95516], [-3.23548, 2.14407, -3.96240], [-1.99396, 1.66402, -5.13266], [-1.55431, 2.02761, -3.49961], [-2.43840, -0.54026, -1.88655], [-6.54602, -2.53159, -2.76543], [-5.55121, -3.47306, -2.09016], [-4.62767, -2.76058, -1.14977], [-6.26370, -4.50472, -1.51844], [-7.08184, -1.92633, -2.03423], [-7.26933, -3.06038, -3.38617], [-6.01953, -1.74632, -3.30787], [-4.90022, -3.93691, -2.83120], [-3.80475, -2.31843, -1.71138], [-4.18762, -3.41552, -0.39775], [-5.09425, -1.95208, -0.58696], [-5.61728, -5.15489, -1.23379], [4.24664, -0.83596, 1.36281], [3.67930, -1.65815, 2.49953], [3.90165, -3.18127, 2.37669], [4.23181, -1.16271, 3.69416], [3.71810, -0.91726, 0.41300], [5.23667, -1.25219, 1.17658], [4.32124, 0.21988, 1.62310], [2.60071, -1.50231, 2.52068], [3.26054, -3.64540, 3.12614], [4.91807, -3.56948, 2.44218], [3.56945, -3.52773, 1.39807], [3.90727, -0.27150, 3.84252], [3.23710, 3.55971, 3.01077], [3.96206, 2.36093, 3.67614], [4.79064, 2.72705, 4.93062], [2.99889, 1.41831, 4.02310], [2.60750, 3.20721, 2.19380], [3.89553, 4.24999, 2.48342], [2.62440, 4.08005, 3.74695], [4.52163, 1.85146, 2.89165], [5.32390, 1.92017, 5.43329], [4.13214, 3.22587, 5.64171], [5.59709, 3.43065, 4.72401], [2.34441, 1.47431, 3.32302], [-0.15709, 3.69901, 4.84187], [-1.25837, 3.64338, 3.80278], [-2.27113, 4.79554, 4.05573], [-0.63980, 3.75747, 2.56167], [0.42757, 4.60876, 4.97837], [0.56653, 2.88502, 4.79825], [-0.52731, 3.59715, 5.86200], [-1.85658, 2.73591, 3.88485], [-3.10713, 4.80926, 3.35644], [-1.85602, 5.80337, 4.04771], [-2.73939, 4.69375, 5.03475], [-0.29777, 2.89225, 2.32501]], "forces_ev_per_angstrom": [[2.1, -0.3, -1.1], [0.2, 1.5, -1.2], [-0.4, 0.6, 1.5], [-1.1, -1.3, -0.1], [-0.6, -0.4, 0.4], [0.2, 0.3, 0.5], [-0.8, 0.6, -0.3], [0.1, -0.5, 0.5], [0.3, 0.2, -0.2], [-0.3, -0.2, -0.6], [-1.5, 3.5, 1.0], [1.7, 0.3, -3.7], [2.9, -1.1, 2.5], [-2.8, -2.8, -0.1], [0.0, -0.1, 0.4], [-1.6, 2.3, -3.0], [-0.8, -3.5, -0.5], [4.1, 0.1, -0.1], [-1.0, 1.6, 3.1], [0.4, -0.8, -1.1], [-0.2, -0.7, 1.0], [-0.4, -0.5, -0.6], [0.7, -0.1, 0.2], [0.0, 0.2, -0.2], [-0.1, -0.1, -0.1], [-0.3, 0.2, 0.3], [0.2, 0.2, 0.7], [-0.2, -0.1, -0.1], [-0.1, 0.6, 0.2], [0.0, 0.4, -0.3], [-0.2, 0.5, 0.2], [0.9, -1.0, -0.1], [0.2, 1.0, 0.7], [0.2, 0.1, -0.1], [-1.2, 0.2, 0.5], [0.0, 0.1, -0.5], [-0.5, -0.2, 0.1], [0.1, -0.1, 0.1], [-0.3, 0.2, -0.3], [0.2, -0.2, 0.2], [0.2, 0.1, -0.2], [-0.1, 0.4, 0.4], [0.2, -0.5, -0.6], [0.6, 1.3, 0.5], [-0.6, 0.5, 0.4], [-0.3, 0.1, -1.5], [0.2, -2.1, 1.5], [-0.1, 0.2, 0.0], [0.1, -0.1, 0.1], [0.2, -0.2, 0.1], [0.1, 0.4, -0.1], [-0.2, -0.5, -0.1], [0.2, -0.2, 0.2], [-0.2, 0.2, -0.4], [0.1, 0.3, -0.5], [0.8, -0.5, 0.7], [0.5, -0.4, -1.0], [0.0, -0.1, 0.8], [-0.4, 1.6, -0.5], [-0.3, 0.2, 0.0], [-0.3, 0.0, -0.2], [0.2, 0.2, 0.3], [0.1, -0.3, 0.2], [0.2, -0.1, 0.0], [0.1, -0.3, -0.4], [-0.5, 0.2, -0.1], [-0.3, -0.5, 0.4], [-0.9, 0.0, 0.7], [0.5, -1.3, 0.3], [0.0, -0.1, 0.2], [1.3, 1.3, -1.2], [-0.3, 0.9, -0.3], [-0.1, -0.6, 0.0], [0.1, 0.2, 0.8], [0.0, 0.0, -0.1], [0.0, 0.2, 0.1], [-0.7, 0.3, -0.2], [0.0, -0.8, -0.2], [0.1, 0.0, 0.0], [0.3, -1.0, 0.5], [1.0, 0.7, -1.7], [0.2, -1.0, -0.4], [-0.6, 0.1, 1.2], [0.1, 0.1, 0.0], [-0.2, -0.2, -0.1], [0.1, -0.2, -0.4], [-0.8, 0.2, 0.6], [0.2, 0.2, 0.5], [0.3, 0.0, -0.3], [-0.3, 0.6, -0.1], [-0.4, 0.1, 0.0], [-1.2, -0.4, 0.0], [0.5, -0.5, 0.0], [-0.3, 0.3, 0.1], [1.1, 0.1, -0.8], [0.1, 0.0, -0.1], [-0.2, -0.2, 0.3], [0.5, 0.1, 0.0], [-1.0, 0.3, 0.5], [0.1, 0.1, 0.1], [0.0, -0.2, -0.2], [-0.2, -0.1, -0.4], [0.6, 0.4, 0.5], [0.7, -0.9, 0.3], [-1.4, 1.2, 1.4], [0.5, 0.6, -0.7], [-0.4, -1.0, -0.1], [0.0, 0.1, 0.0], [0.2, 0.1, 0.2], [-0.3, -0.3, -0.3], [-0.1, -0.4, -0.2], [0.0, 0.0, 0.0], [0.2, -0.2, 0.0], [0.2, 0.2, 0.1], [0.1, 0.4, -0.3], [-0.5, 0.0, 0.6], [0.2, -0.1, -0.4], [0.3, -0.4, 0.5], [-0.3, 0.7, -1.5], [0.1, 0.3, 0.1], [-0.4, -0.2, -0.3], [0.4, 0.6, -0.2], [0.2, 0.1, 0.5], [0.2, 0.0, 0.1], [-0.1, -0.5, -0.1], [-0.1, 0.1, -0.1], [-0.1, -0.3, 0.6], [-0.3, 1.8, -1.4], [1.5, 0.3, 1.1], [-1.2, -0.5, 1.0], [0.2, -1.4, -0.6], [0.3, -0.8, 0.2], [-0.1, 0.2, 0.3], [-0.7, -0.2, 0.2], [-0.1, -0.4, -0.1], [-0.1, 0.3, 0.1], [0.3, 0.2, 0.1], [0.1, 0.1, -0.3], [0.0, 0.5, -0.6], [-0.9, 0.4, -0.5], [1.0, -1.4, 1.1], [0.3, 0.0, -0.2], [-0.1, 0.0, 0.0], [-0.3, -0.3, -0.5], [-0.4, 0.0, 0.0], [0.7, 0.3, 0.1], [-0.2, 0.2, -0.2], [-0.2, -0.3, 0.2], [0.3, 0.2, 0.0], [-0.4, 0.5, 0.0], [0.1, 0.1, 0.0], [-1.7, -0.5, -1.6], [0.3, 1.0, -0.3], [0.1, 1.1, -0.2], [0.4, -0.3, 0.9], [0.4, -0.5, -0.4], [0.2, 0.4, 0.8], [0.5, -0.2, -0.2], [-0.1, -0.6, 0.4], [-0.1, 0.2, -0.1], [-0.2, -0.2, -0.1], [0.1, -0.3, 0.3], [0.2, -0.1, 0.3], [0.3, 0.5, 0.3], [0.3, 0.8, -1.3], [0.4, 0.7, 0.6], [-1.0, -1.2, 1.1], [-0.3, -0.4, 0.4], [0.2, 0.0, -0.1], [0.1, -0.3, -0.5], [0.0, 0.2, -0.6], [0.0, 0.1, 0.0], [0.1, -0.3, -0.1], [-0.2, 0.0, 0.0], [-0.1, -0.2, 0.2], [0.5, -0.6, -0.7], [-0.1, 0.1, -0.3], [-0.4, 0.5, -0.1], [0.5, -1.0, 0.6], [-0.3, -0.1, 0.0], [0.4, 0.4, -0.1], [0.0, -0.1, 0.0], [-0.4, -0.1, 0.0], [0.3, -0.2, 0.1], [0.2, 0.5, 0.4], [-0.3, 0.1, -0.1], [-0.4, 0.4, 0.1], [0.6, -0.3, 0.1], [0.7, 1.0, -0.4], [0.0, 0.4, -0.5], [-0.8, -0.7, 1.2], [-0.3, -0.3, 0.2], [0.3, 0.2, 0.5], [0.0, 0.1, -0.1], [1.0, 0.4, 0.0], [-0.5, -0.5, -0.2], [-0.1, -0.1, 0.1], [-0.1, 0.2, -0.4], [-0.6, -0.4, -0.1], [0.3, -0.6, 2.0], [-0.3, 1.7, 1.4], [-0.1, -0.1, -0.2], [-0.4, 0.5, -0.9], [-0.2, 0.4, -1.0], [0.0, -0.1, -0.6], [-0.6, -0.2, 0.1], [0.2, -0.4, 0.0], [0.1, -0.2, -0.3], [0.5, -0.1, -0.1], [0.2, -0.3, 0.2], [0.2, -0.3, -0.3]]}

(2)
{"formula": "C3H6N2O", "method": "ωB97M-V with the def2-TZVPD basis set", "max_force_ha_per_bohr": 0.02555, "e_above_lowest_kcal_mol": 126.9, "gap_ev": [7.2, 7.2], "symbols": ["C", "N", "C", "N", "C", "O", "H", "H", "H", "H", "H", "H"], "positions_angstrom": [[0.67264, 1.31467, 0.14954], [1.62156, -0.46718, -1.19318], [0.52176, -1.00979, -1.02436], [-0.53480, -0.25501, -0.28394], [-1.07426, -0.71050, 0.94517], [-1.95467, -0.11764, 1.53230], [-0.18072, 1.74523, 0.67547], [1.47740, 0.96235, 0.78764], [1.00529, 1.86798, -0.72435], [0.15086, -2.00308, -1.34203], [-1.21244, 0.23351, -0.87650], [-0.49263, -1.56053, 1.35424]], "forces_ev_per_angstrom": [[-0.2, -0.2, 0.0], [-1.2, -0.4, 0.3], [1.0, 0.0, -0.3], [0.1, 0.9, 0.2], [-0.2, 0.6, 0.4], [0.8, -0.7, -0.7], [0.1, -0.1, -0.1], [-0.2, 0.0, -0.2], [-0.1, -0.3, 0.2], [0.1, 0.3, 0.1], [0.1, -0.2, 0.2], [-0.3, 0.2, 0.0]]}

(3)
{"formula": "C9H18Cl6F4OSi", "method": "ωB97M-V with the def2-TZVPD basis set", "max_force_ha_per_bohr": 0.01845, "gap_ev": 10.8, "smiles": "O[Si@H](CCF)C(F)(F)F.ClCCCl.ClCCCl.ClCCCl", "symbols": ["O", "Si", "C", "C", "F", "C", "F", "F", "F", "H", "H", "H", "H", "H", "H", "Cl", "C", "C", "Cl", "H", "H", "H", "H", "Cl", "C", "C", "Cl", "H", "H", "H", "H", "Cl", "C", "C", "Cl", "H", "H", "H", "H"], "positions_angstrom": [[2.74581, 3.88780, -0.70136], [3.13587, 2.72231, -1.79699], [3.17490, 3.30666, -3.57379], [4.26175, 2.61013, -4.37503], [5.50381, 3.02000, -3.89212], [1.74394, 1.39615, -1.68624], [0.60660, 1.72312, -2.31715], [1.39370, 1.06664, -0.44883], [2.16448, 0.26647, -2.27988], [3.48806, 4.45817, -0.45987], [4.37331, 2.01262, -1.43243], [3.35144, 4.38395, -3.60730], [2.20599, 3.11920, -4.04348], [4.22713, 2.87480, -5.43174], [4.22103, 1.52336, -4.27881], [-3.46834, 0.81301, 0.76248], [-1.90720, 0.40609, -0.00400], [-2.06656, -0.64411, -1.07133], [-2.52322, -2.22590, -0.36839], [-1.25343, 0.04383, 0.78365], [-1.50291, 1.32209, -0.42907], [-1.11417, -0.78923, -1.57831], [-2.83029, -0.37689, -1.79672], [-4.56268, -4.43883, 3.61442], [-4.91358, -2.84047, 2.89960], [-3.95895, -1.78001, 3.37991], [-4.17643, -1.39818, 5.10905], [-5.94143, -2.58942, 3.14769], [-4.81656, -2.94466, 1.82020], [-4.12518, -0.86530, 2.81671], [-2.92761, -2.09480, 3.24252], [0.30123, -0.27296, 2.87923], [0.05989, -2.02936, 2.66760], [1.23016, -2.68574, 1.98632], [1.39394, -2.18321, 0.28307], [-0.85399, -2.16719, 2.09245], [-0.06985, -2.45607, 3.66095], [1.08755, -3.76505, 1.98981], [2.16466, -2.44472, 2.48629]], "forces_ev_per_angstrom": [[0.3, 0.1, -0.1], [0.0, 0.1, 0.0], [0.1, -0.1, 0.0], [0.0, 0.0, 0.0], [0.1, 0.0, 0.0], [0.3, 0.3, 0.0], [-0.7, 0.4, -0.4], [-0.1, -0.1, 0.9], [0.4, -0.7, -0.4], [-0.3, 0.0, 0.1], [0.0, 0.0, 0.0], [0.0, 0.0, 0.0], [0.0, 0.0, 0.0], [0.0, 0.0, 0.0], [0.0, 0.0, 0.0], [-0.1, 0.1, 0.0], [0.0, -0.2, 0.0], [0.1, 0.0, 0.0], [0.0, 0.0, 0.0], [0.1, 0.1, 0.0], [0.0, 0.0, 0.0], [0.0, 0.0, 0.0], [0.0, 0.0, 0.0], [0.0, 0.0, 0.0], [0.0, 0.0, 0.0], [0.0, 0.0, 0.0], [0.0, 0.0, 0.0], [0.0, 0.0, 0.0], [0.0, 0.0, 0.0], [0.0, 0.0, 0.0], [0.0, 0.0, 0.0], [0.0, 0.0, 0.0], [-0.1, 0.0, 0.0], [0.1, -0.1, 0.0], [0.0, 0.0, 0.0], [0.0, 0.0, 0.0], [0.0, 0.0, 0.0], [0.0, 0.0, 0.0], [0.0, 0.0, 0.0]]}